# 1
Below is a structure of composition C33H26BrF4I2N3O4PPtS2, with properties calculated with ωB97M-V with the def2-TZVPD basis set.

Last column: Löwdin charge in e.
Cartesian coordinates (Å):
Pt1 0.34 -0.36 -0.37  0.79
F1 -4.86 -1.14 -5.07  0.21
C1 -4.22 -1.04 -3.94  -0.11
C2 -4.83 -1.43 -2.75  -0.11
F2 -6.05 -1.91 -2.75  0.19
C3 -4.13 -1.31 -1.55  -0.20
F3 -4.76 -1.68 -0.44  0.14
C4 -2.83 -0.83 -1.49  -0.29
P1 -1.98 -0.64 0.11  1.02
C5 -2.26 -2.23 0.94  -0.35
C6 -2.34 -2.31 2.33  -0.11
C7 -2.59 -3.53 2.94  -0.06
C8 -2.76 -4.68 2.18  -0.05
C9 -2.65 -4.61 0.79  -0.05
C10 -2.40 -3.40 0.17  -0.08
C11 -2.85 0.67 0.96  -0.37
C12 -3.96 0.39 1.75  -0.08
C13 -4.69 1.43 2.31  -0.03
C14 -4.32 2.75 2.08  -0.04
C15 -3.24 3.03 1.26  -0.05
C16 -2.50 2.00 0.70  -0.13
C17 -2.27 -0.42 -2.70  -0.50
Br1 -0.59 0.45 -2.75  1.03
C18 -2.93 -0.51 -3.91  -0.24
F4 -2.37 -0.10 -5.02  0.13
H1 -2.25 -1.42 2.93  0.02
H2 -2.70 -3.57 4.02  0.12
H3 -2.99 -5.62 2.66  0.13
H4 -2.80 -5.50 0.19  0.13
H5 -2.32 -3.36 -0.90  0.12
H6 -4.28 -0.63 1.93  0.11
H7 -5.55 1.21 2.93  0.13
H8 -4.89 3.55 2.52  0.13
H9 -2.97 4.06 1.05  0.12
H10 -1.69 2.24 0.03  0.06
N1 0.95 -3.93 2.93  0.23
C19 0.82 -4.04 1.44  0.00
C20 0.71 -2.65 0.85  -0.66
O1 0.56 -2.55 -0.40  -0.07
O2 0.73 -1.65 1.61  -0.10
H11 0.26 -4.51 3.40  0.17
H12 0.78 -2.95 3.19  0.15
H13 1.88 -4.20 3.27  0.18
H14 -0.09 -4.58 1.21  0.12
H15 1.67 -4.59 1.02  0.16
I1 -0.61 0.63 4.18  0.14
I2 -1.62 2.82 5.28  0.18
N2 7.43 -1.00 -0.99  0.11
C21 6.55 -0.72 -1.97  -0.82
S1 6.97 -0.45 -3.52  0.80
C22 5.11 -0.62 -1.54  -0.18
C23 4.11 -0.72 -2.51  0.00
C24 2.79 -0.59 -2.14  -0.10
N3 2.41 -0.33 -0.88  -0.13
C25 3.36 -0.25 0.06  -0.12
C26 4.70 -0.39 -0.23  0.03
H16 8.41 -1.05 -1.24  0.12
H17 7.17 -1.24 -0.05  0.10
H18 4.37 -0.90 -3.54  0.10
H19 2.00 -0.68 -2.88  0.08
H20 3.04 -0.04 1.07  0.10
H21 5.41 -0.27 0.58  0.12
O3 3.55 7.45 -1.25  0.18
C27 2.60 6.70 -1.80  -0.47
O4 2.01 7.02 -2.78  0.19
C28 2.23 5.40 -1.12  -0.05
C29 1.69 4.40 -1.96  0.04
C30 1.25 3.22 -1.43  -0.07
C31 1.32 2.99 -0.04  -0.58
S2 0.75 1.63 0.81  0.81
C32 1.86 4.01 0.80  -0.05
C33 2.31 5.19 0.26  0.02
H22 4.02 7.03 -0.52  0.12
H23 1.61 4.62 -3.01  0.14
H24 0.82 2.47 -2.08  0.02
H25 1.90 3.84 1.87  0.12
H26 2.70 5.96 0.92  0.14

Summary:
Strongest force on any atom ... 1.21 eV Å⁻¹
Gap between HOMO and LUMO (spin up / spin down) ... 0.1108 / 0.1108 Ha
LUMO (spin up / spin down) ... -11.82 / -11.82 eV
Total charge ... +3
Spin multiplicity ... 1

=====

# 2
Below is a structure of composition C33H26CdF10N8O4S, with properties calculated with ωB97M-V with the def2-TZVPD basis set.

Last column: Löwdin charge in e.
Cartesian coordinates (Å):
Cd1 -0.33 -0.61 0.50  1.46
C1 3.02 0.32 0.78  -0.26
N1 2.44 -0.47 1.85  -0.05
C2 2.19 0.35 3.04  -0.17
C3 0.90 1.02 3.09  -0.43
N2 0.06 1.18 2.03  0.06
C4 -0.99 1.90 2.57  -0.27
C5 -2.16 2.38 2.01  -0.06
C6 -3.08 3.01 2.81  -0.13
C7 -2.84 3.21 4.16  -0.14
C8 -1.63 2.83 4.73  -0.05
C9 -0.73 2.15 3.93  -0.25
N3 0.50 1.55 4.25  0.12
C10 1.93 0.65 -1.44  -0.45
N4 0.52 0.47 -1.36  0.02
C11 0.01 0.49 -2.63  -0.29
C12 -1.28 0.56 -3.15  -0.02
C13 -1.44 0.59 -4.54  -0.13
C14 -0.41 0.48 -5.44  -0.15
C15 0.89 0.35 -4.91  -0.06
C16 1.06 0.38 -3.55  -0.23
N5 2.24 0.29 -2.80  0.11
H1 4.14 0.35 0.92  0.13
H2 2.68 1.35 0.88  0.11
H3 1.67 -1.09 1.58  0.02
H4 2.96 1.14 3.02  0.12
H5 2.35 -0.19 3.96  0.11
H6 -2.44 2.18 0.96  0.10
H7 -4.00 3.42 2.37  0.09
H8 -3.54 3.80 4.72  0.07
H9 -1.45 2.95 5.78  0.09
H10 0.15 -0.51 5.18  0.01
H11 -2.13 0.62 -2.51  0.08
H12 -2.41 0.70 -4.98  0.08
H13 -0.54 0.56 -6.50  0.08
H14 1.75 0.20 -5.57  0.10
H15 3.14 0.54 -3.20  0.13
C17 0.58 -2.77 -1.87  -0.09
N6 0.89 -2.63 -0.46  -0.28
C18 2.31 -2.68 -0.23  -0.21
C19 3.13 -1.54 -0.86  -0.13
N7 2.72 -0.16 -0.53  -0.07
C20 2.37 2.19 -1.30  0.05
C21 1.55 3.29 -1.09  -0.16
F1 0.26 3.15 -0.81  0.13
C22 2.00 4.58 -1.19  -0.15
F2 1.14 5.57 -0.95  0.12
C23 3.32 4.88 -1.49  -0.14
F3 3.71 6.16 -1.55  0.10
C24 4.18 3.83 -1.70  -0.14
F4 5.49 4.11 -1.88  0.09
C25 3.69 2.54 -1.59  -0.14
F5 4.60 1.53 -1.83  0.07
C26 0.20 -3.72 0.28  -0.20
C27 -1.31 -3.62 0.15  -0.25
N8 -1.77 -2.23 0.17  -0.08
C28 -3.06 -2.00 -0.20  -0.20
C29 -4.11 -2.91 -0.48  -0.15
F6 -3.95 -4.24 -0.33  0.07
C30 -5.35 -2.48 -0.84  -0.16
F7 -6.32 -3.40 -1.04  0.08
C31 -5.72 -1.15 -0.96  -0.17
F8 -6.99 -0.76 -1.23  0.07
C32 -4.78 -0.21 -0.64  -0.16
F9 -5.04 1.11 -0.65  0.10
C33 -3.50 -0.68 -0.37  -0.13
F10 -2.59 0.33 -0.06  -0.04
H16 0.79 -3.78 -2.25  0.09
H17 1.16 -2.06 -2.52  0.09
H18 -0.47 -2.53 -1.97  0.07
H19 2.70 -3.62 -0.66  0.12
H20 2.48 -2.76 0.84  0.11
H21 3.18 -1.63 -1.91  0.08
H22 4.17 -1.67 -0.48  0.13
H23 0.52 -3.53 1.33  0.10
H24 0.49 -4.71 -0.13  0.12
H25 -1.71 -4.25 0.97  0.12
H26 -1.61 -4.13 -0.79  0.11
O1 -0.68 -3.53 4.41  -0.35
S1 -0.57 -2.14 4.02  0.37
O2 0.12 -1.44 5.33  -0.19
O3 0.38 -1.95 2.90  -0.42
O4 -1.81 -1.41 3.85  -0.34

Summary:
Strongest force on any atom ... 2.23 eV Å⁻¹
Gap between HOMO and LUMO ... 0.2296 Ha
LUMO ... 3.93 eV
Total charge ... -2
Spin multiplicity ... 1